# C38H76FIN2O8

4 unconnected molecules or ions with the total composition C38H76FIN2O8 at a distorted geometry (wB97M-V/def2-TZVPD, the OMol25 dataset).

XYZ file:
```
126
Properties=species:S:1:pos:R:3:forces:R:3
C -1.0550 5.5722 -2.9106 0.6 -0.4 0.1
C -0.1720 4.7822 -1.9032 -0.4 0.0 0.1
C -0.4715 3.2631 -1.9809 0.3 0.8 -1.0
O 0.2600 2.5125 -1.0261 -0.5 0.0 0.6
C -0.5788 1.6134 -0.2781 0.5 -0.3 -0.4
C -0.8760 0.3322 -1.1328 -2.2 1.1 0.0
C -2.4249 0.2388 -1.4214 1.2 -0.5 0.0
C -3.3112 0.2382 -0.1693 -1.2 0.3 -0.9
F -3.0674 -0.8222 0.6985 0.2 0.4 -0.2
O -0.5228 -0.8797 -0.4885 0.7 -0.1 -0.4
C 0.6431 -1.5103 -0.9625 1.1 -0.1 0.0
C 1.8845 -0.5809 -1.1656 0.7 0.1 0.4
C 3.2232 -1.1911 -0.5867 -0.2 0.0 -0.9
C 4.3047 -1.4632 -1.6724 1.2 -0.2 1.2
C 5.6664 -1.6898 -0.9302 -0.7 -0.1 -0.2
O 5.6863 -3.0038 -0.2884 0.4 0.0 -1.3
C 6.0413 -3.9821 -1.1647 0.1 -0.9 0.3
O 6.3363 -5.0910 -0.8163 -0.2 0.5 0.2
C 0.3481 -2.4865 -2.1880 -0.5 -0.2 1.5
C -0.3079 -3.7623 -1.5142 -0.1 0.0 -0.1
C -1.4667 -4.3642 -2.3582 -0.4 1.0 1.0
O -2.5637 -3.9337 -2.2068 0.3 -0.4 -0.3
I -1.2230 -5.9767 -3.7725 0.2 0.1 0.1
N 1.6647 -2.7621 -2.8054 -1.2 -0.9 -1.2
C 1.7680 -3.8151 -3.4449 1.0 -0.9 1.3
O 2.0321 -4.8867 -3.8283 -0.3 1.4 -0.4
O -0.6317 -1.9944 -3.0842 1.3 0.2 -0.3
C -0.1062 -1.2046 -4.1414 -1.4 1.1 -1.8
N -1.1343 -0.1642 -4.3943 0.4 -0.1 0.8
C 0.0723 -2.0437 -5.4744 0.0 -0.4 0.7
O 1.3345 -1.8502 -6.0884 -0.7 0.0 -0.1
C 1.3920 -0.6746 -6.8922 0.4 0.0 -0.2
H -0.7618 6.6375 -2.8967 -0.4 -0.5 0.0
H -2.1227 5.4500 -2.6576 0.4 0.2 -0.2
H -0.8888 5.1779 -3.9306 -0.2 0.3 0.4
H 0.8944 4.9783 -2.1136 -0.4 -0.2 0.2
H -0.4121 5.1483 -0.8840 0.3 -0.3 -0.4
H -1.5720 3.1441 -1.9178 0.4 -0.2 0.3
H -0.1821 2.9159 -3.0007 -0.2 0.1 0.5
H -1.4843 2.1898 -0.0157 0.2 -0.5 0.0
H -0.0736 1.3092 0.6602 -0.1 0.3 -0.5
H -0.4159 0.5071 -2.1203 0.2 -0.5 0.5
H -2.5489 -0.6922 -2.0102 -0.2 0.4 0.5
H -2.6904 1.0594 -2.1191 -0.1 -0.2 0.6
H -4.3636 0.1273 -0.5140 0.5 0.0 0.2
H -3.2966 1.1951 0.3909 0.4 -0.6 -0.1
H 0.9450 -2.2072 -0.1510 -0.3 0.4 -0.3
H 1.7626 0.3828 -0.6346 -0.4 -0.6 -0.3
H 2.0834 -0.3169 -2.2190 -0.3 -0.2 0.4
H 3.6633 -0.4809 0.1384 -0.3 -0.3 -0.3
H 3.0452 -2.1424 -0.0500 0.0 0.5 -0.2
H 4.1260 -2.3883 -2.2439 -0.3 0.6 0.1
H 4.4546 -0.6177 -2.3686 -0.3 -0.3 0.3
H 6.5282 -1.6441 -1.6183 -0.3 0.3 0.4
H 5.7587 -0.9767 -0.0925 0.2 -0.3 -0.5
H 6.0435 -3.7599 -2.2585 -0.1 0.6 0.6
H 0.4488 -4.4955 -1.1846 -0.2 0.3 -0.5
H -0.8047 -3.3967 -0.5937 0.0 -0.2 -0.6
H 0.8073 -0.6365 -3.8933 -0.1 -0.7 0.0
H -2.0406 -0.6061 -4.5338 0.2 0.1 -0.2
H -0.8702 0.3888 -5.2036 -0.2 -0.2 0.0
H -0.7306 -1.7808 -6.1935 0.3 0.0 0.4
H -0.0903 -3.1181 -5.2345 0.5 0.5 -0.2
H 1.8740 0.1412 -6.3192 -0.2 -0.2 -0.4
H 0.4035 -0.3288 -7.2537 0.3 -0.3 0.3
H 1.9887 -0.9264 -7.7890 -0.1 0.3 0.5
C -1.2434 4.5835 2.4764 0.0 -0.1 -0.1
C -1.6717 3.4448 3.3958 -0.1 0.1 0.0
C -1.3285 3.6889 4.8643 0.0 -0.1 0.1
C 0.1652 3.8208 5.1673 0.0 0.1 -0.1
C 1.0207 2.6258 4.7486 0.0 0.0 0.1
C 0.6482 1.3336 5.4667 0.1 0.0 -0.2
H -0.1600 4.7163 2.4759 0.0 0.0 0.0
H -1.5509 4.3735 1.4489 0.0 0.1 0.0
H -1.7061 5.5257 2.7793 0.0 0.0 0.0
H -1.2274 2.5066 3.0498 0.0 0.0 0.0
H -2.7554 3.3183 3.3116 0.0 -0.1 0.0
H -1.7524 2.8775 5.4636 0.0 0.0 0.0
H -1.8316 4.6020 5.1993 0.0 0.0 0.0
H 0.2855 3.9847 6.2440 0.0 0.0 0.0
H 0.5572 4.7210 4.6839 0.0 0.0 0.0
H 2.0673 2.8576 4.9687 0.0 0.0 -0.1
H 0.9623 2.4745 3.6665 0.0 0.0 0.0
H 0.7354 1.4527 6.5489 -0.1 0.0 0.0
H 1.3165 0.5256 5.1621 0.0 0.0 0.1
H -0.3720 1.0216 5.2357 0.0 0.0 0.0
C 1.7039 2.9557 9.5088 0.1 0.1 0.0
C 3.0009 2.3701 8.9604 -0.1 0.0 -0.1
C 2.9465 0.8553 8.7646 0.1 0.0 0.0
C 2.7277 0.0379 10.0391 -0.1 0.1 0.0
C 3.7663 0.2567 11.1383 0.0 -0.1 0.0
C 5.1786 -0.1432 10.7255 0.0 0.1 0.1
H 1.4745 2.5687 10.5033 0.0 0.0 0.0
H 1.7814 4.0421 9.5885 -0.1 0.0 0.0
H 0.8631 2.7275 8.8489 0.0 0.0 0.0
H 3.8331 2.6424 9.6156 0.0 0.0 0.0
H 3.2099 2.8352 7.9918 0.0 0.0 0.0
H 3.8724 0.5312 8.2794 0.0 0.0 0.0
H 2.1422 0.6194 8.0616 0.0 0.0 0.0
H 2.7138 -1.0237 9.7692 0.0 0.0 0.0
H 1.7347 0.2545 10.4448 0.0 0.0 0.0
H 3.4765 -0.3380 12.0096 0.0 0.1 0.0
H 3.7613 1.3005 11.4653 0.0 0.0 0.0
H 5.2149 -1.1940 10.4288 0.0 0.0 0.0
H 5.8711 -0.0060 11.5584 0.0 0.0 -0.1
H 5.5428 0.4616 9.8930 0.0 0.0 0.0
C -4.8043 -1.5030 -4.4357 -0.1 -0.2 0.1
C -4.2123 -2.7270 -5.1285 0.2 0.2 0.0
C -3.8156 -2.4672 -6.5819 0.0 -0.1 0.0
C -4.9664 -2.0802 -7.5125 0.0 0.1 0.0
C -6.1088 -3.0920 -7.5859 0.0 0.0 -0.1
C -5.6806 -4.4500 -8.1312 -0.1 0.0 0.1
H -5.7325 -1.1794 -4.9105 0.0 0.0 0.0
H -5.0301 -1.7320 -3.3922 0.0 0.1 0.0
H -4.1041 -0.6639 -4.4489 -0.1 0.1 0.0
H -4.9173 -3.5598 -5.0662 0.0 0.0 0.0
H -3.3202 -3.0416 -4.5774 -0.1 -0.1 0.0
H -3.3140 -3.3581 -6.9730 0.0 0.0 0.0
H -3.0669 -1.6666 -6.6080 0.0 0.0 0.0
H -4.5606 -1.9284 -8.5188 0.0 0.0 0.0
H -5.3729 -1.1112 -7.2065 0.0 0.0 0.0
H -6.8882 -2.6849 -8.2366 0.0 0.0 0.1
H -6.5684 -3.2202 -6.6017 0.0 0.0 0.0
H -5.2507 -4.3504 -9.1308 0.0 0.0 0.0
H -6.5402 -5.1193 -8.2013 0.1 0.0 0.0
H -4.9426 -4.9302 -7.4861 0.0 0.0 0.0
```
Positions in Å, forces in eV/Å.

- SMILES string = CCCOC[C@H](CCF)O[C@H](CCCCOC=O)[C@](CC(=O)I)(N=C=O)O[C@H](N)COC.CCCCCC.CCCCCC.CCCCCC
- electronic energy (eV) = -70814.7206
- gap between HOMO and LUMO (eV) = 9.7
- multiplicity = 1